Entry from the OMol25 dataset: a cluster of 3 separate species, C2H13N2O2 in total in a non-equilibrium geometry (ωB97M-V with the def2-TZVPD basis set).

Calculated values
orbital gap = 0.3757 Ha
relative energy (zero: lowest compared OMol25 entry of this formula, charge and spin) = 43.7 kcal per mole
charge = +1
E_LUMO = -3.12 eV
calculated total energy = -343.7067 Eh

Each line ends with the Mulliken charge.
Cartesian coordinates (Å):
H  1.585  -0.476  -1.223  0.328
H  -0.278  -1.737  0.861  0.299
H  1.173  -2.468  0.532  0.334
H  0.374  0.114  -2.285  0.342
C  0.155  1.341  0.278  -0.368
O  -1.675  -1.788  2.238  -0.678
N  1.209  0.364  -1.804  -0.303
C  1.059  1.649  -0.999  -0.625
H  0.674  2.653  -1.587  0.309
H  0.468  0.366  0.866  0.312
H  -1.442  0.124  -0.086  0.213
O  0.470  -1.784  0.165  -0.623
H  0.103  2.335  0.926  0.324
H  2.111  1.932  -0.687  0.338
H  -1.810  1.771  -0.177  0.231
H  -2.087  -1.403  3.023  0.322
H  2.034  0.491  -2.445  0.399
H  -1.265  -2.631  2.646  0.336
N  -1.105  1.003  -0.375  -0.489

---

Entry from the OMol25 dataset: a structure of composition C8H12F12MgN4P2 in a non-equilibrium geometry (ωB97M-V with the def2-TZVPD basis set).

Calculated values
orbital gap = 0.4010 Ha
relative energy (zero: lowest compared OMol25 entry of this formula, charge and spin) = 33.1 kcal per mole
E_LUMO = -0.35 eV
calculated total energy = -2612.7842 Eh

Each line ends with the Mulliken charge.
Cartesian coordinates (Å):
C  -0.874  -0.573  2.835  0.715
F  0.399  -3.719  -1.063  -0.375
P  1.123  -3.178  0.294  1.079
F  4.195  1.211  0.410  -0.357
H  -4.524  -2.199  -0.087  0.279
H  2.225  -1.034  -4.637  0.309
C  -2.994  -0.983  -0.757  0.542
F  1.260  2.301  1.193  -0.392
N  -0.769  2.049  -0.604  -0.405
H  -5.152  -0.691  -0.755  0.312
C  1.524  -0.201  -4.584  -1.103
F  2.380  2.047  -0.716  -0.380
H  2.029  0.706  -4.917  0.299
C  -1.198  -1.249  4.140  -1.236
F  2.409  -2.598  -0.513  -0.344
H  0.655  -0.519  -5.160  0.296
C  -4.403  -1.472  -0.889  -0.990
F  1.741  -4.695  0.637  -0.342
H  -0.524  4.703  0.993  0.306
C  -0.844  3.160  -0.314  0.638
N  -1.883  -0.653  -0.735  -0.263
H  -0.384  -1.305  4.862  0.312
N  0.716  0.105  -2.109  -0.259
C  -0.870  4.569  -0.032  -1.055
N  -0.552  -0.050  1.827  -0.348
H  -0.059  5.094  -0.537  0.307
H  -1.835  5.038  -0.224  0.345
Mg  -0.073  0.136  -0.161  1.009
F  -0.084  -3.570  1.282  -0.379
H  -4.613  -1.884  -1.876  0.293
F  3.274  3.368  1.023  -0.378
F  1.977  0.377  0.722  -0.372
C  1.096  -0.073  -3.196  0.631
F  1.844  -2.428  1.523  -0.321
F  0.376  -1.762  0.045  0.073
F  3.139  1.381  2.420  -0.387
P  2.753  1.793  0.855  1.277
H  -1.378  -2.324  4.171  0.317
H  -2.098  -0.879  4.632  0.349

---

Entry from the OMol25 dataset: the molecule C22H32N2O5 (ωB97M-V with the def2-TZVPD basis set).

Calculated values
orbital gap = 0.3483 Ha
relative energy (zero: lowest compared OMol25 entry of this formula, charge and spin) = 0.0 kcal per mole
structure (SMILES) = CC(C)[C@H](NC(=O)C1(c2ccccc2)CCN(C(=O)OC(C)(C)C)CC1)C(=O)O
E_LUMO = 0.61 eV
calculated total energy = -1343.3266 Eh

Each line ends with the Mulliken charge.
Cartesian coordinates (Å):
C  1.805  -2.367  -0.788  -1.151
H  5.526  -0.390  -2.199  0.412
H  3.190  2.131  -0.740  0.194
H  0.878  4.233  0.502  0.461
C  2.988  -0.780  0.686  0.905
O  3.630  -0.477  -0.454  -0.232
C  1.138  -2.105  1.505  -1.207
C  -1.735  -1.000  -0.829  -0.853
C  0.640  -1.578  -1.400  -0.836
H  4.286  0.805  -2.584  0.394
C  0.105  1.365  -1.104  -0.643
H  0.410  3.370  -1.768  0.458
C  4.642  0.555  -0.470  1.546
O  -5.453  1.787  -0.794  -0.438
H  5.888  1.336  -2.049  0.419
H  -0.947  -1.520  1.684  0.296
O  -2.117  -1.714  -1.731  -0.713
H  -2.193  0.472  0.528  0.367
C  -3.956  -0.035  -0.478  -0.485
H  -5.429  -1.436  2.346  0.473
O  -3.660  2.149  0.478  -0.576
H  0.241  0.351  2.112  0.372
H  -4.074  -0.245  -1.548  0.813
H  -0.669  -2.864  0.585  0.607
C  -0.277  -0.972  -0.314  3.544
C  -0.272  -1.902  0.917  -1.695
H  0.038  -2.233  -2.033  0.483
H  1.530  -3.415  -0.638  0.382
H  6.190  -0.791  0.204  0.375
H  -6.754  -0.176  -0.262  0.283
H  6.586  0.926  0.379  0.481
C  5.793  0.188  0.466  -1.721
H  5.443  0.162  1.494  0.359
C  0.390  2.703  -0.918  -1.406
H  -5.450  0.276  1.929  0.296
C  -4.912  -0.659  1.788  -1.439
N  -2.565  -0.204  -0.126  0.156
H  -0.117  1.007  -2.100  0.547
C  -6.241  -1.133  -0.298  -1.525
H  -3.914  -0.546  2.203  0.262
H  -6.182  -1.453  -1.335  0.389
H  -4.353  -2.002  0.211  0.377
H  4.780  2.685  -0.186  0.551
C  0.075  0.475  -0.030  -0.636
C  4.032  1.903  -0.088  -1.433
C  -4.321  1.409  -0.202  0.283
C  5.119  0.579  -1.923  -1.799
O  3.151  -0.241  1.758  -0.669
C  0.292  0.986  1.244  0.809
C  -4.847  -1.031  0.310  0.400
H  1.336  -1.444  2.349  0.518
H  3.677  1.876  0.938  0.339
H  1.248  -3.140  1.850  0.308
C  0.586  2.326  1.431  -1.189
H  -5.649  2.716  -0.591  0.380
H  1.043  -0.781  -2.022  0.403
H  0.768  2.692  2.430  0.480
H  -6.831  -1.861  0.253  0.425
N  2.147  -1.833  0.509  0.089
H  2.678  -2.325  -1.438  0.551
C  0.645  3.189  0.354  -0.540

---

Entry from the OMol25 dataset: the molecule C2H3O2P in a non-equilibrium geometry (ωB97M-V with the def2-TZVPD basis set).

Calculated values
orbital gap = 0.3512 Ha
relative energy (zero: lowest compared OMol25 entry of this formula, charge and spin) = 3.1 kcal per mole
structure (SMILES) = C=COP=O
E_LUMO = -0.43 eV
calculated total energy = -569.8279 Eh

Each line ends with the Mulliken charge.
Cartesian coordinates (Å):
H  1.248  0.688  -0.814  0.360
C  0.668  0.124  -0.148  0.062
H  0.411  -1.231  1.249  0.237
C  1.154  -0.768  0.635  -0.757
P  -1.801  1.267  -0.901  0.348
O  -3.078  0.684  -0.440  -0.414
H  2.108  -1.012  0.599  0.353
O  -0.709  0.248  -0.180  -0.189

---

Entry from the OMol25 dataset: the molecule C4H8N4 in a non-equilibrium geometry (ωB97M-V with the def2-TZVPD basis set).

Calculated values
orbital gap = 0.3604 Ha
relative energy (zero: lowest compared OMol25 entry of this formula, charge and spin) = 33.2 kcal per mole
structure (SMILES) = [H]/N=C(\N)[C@]1(N)N=C1C
E_LUMO = 0.95 eV
calculated total energy = -376.1956 Eh

Each line ends with the Mulliken charge.
Cartesian coordinates (Å):
C  -1.445  -0.854  1.843  -0.947
H  1.898  -1.076  0.928  0.277
H  2.190  -1.106  -0.689  0.260
H  -0.777  -0.681  2.687  0.286
C  -0.684  -0.994  0.611  0.026
N  1.748  -0.569  0.057  -0.678
H  -2.091  0.021  1.736  0.288
H  1.987  1.238  -1.222  0.269
H  -1.392  1.962  -1.683  0.208
C  0.008  0.819  -1.007  0.063
N  -0.499  -1.631  -0.456  -0.681
N  1.065  1.479  -1.562  -0.443
N  -1.225  1.127  -1.109  -0.647
H  -2.064  -1.745  2.014  0.331
C  0.356  -0.397  -0.229  1.180
H  0.925  2.407  -1.918  0.208

---

Entry from the OMol25 dataset: a structure of composition C19H20CdN2P in a non-equilibrium geometry (ωB97M-V with the def2-TZVPD basis set).

Calculated values
orbital gap = 0.1682 Ha
relative energy (zero: lowest compared OMol25 entry of this formula, charge and spin) = 24.1 kcal per mole
charge = -1
E_LUMO = 2.85 eV
calculated total energy = -1354.4481 Eh

Each line ends with the Mulliken charge.
Cartesian coordinates (Å):
C  2.846  -0.858  2.215  -0.589
H  -5.214  -1.652  0.110  0.106
H  2.901  4.059  -0.415  0.365
H  -0.184  -4.238  0.420  0.183
H  -0.847  5.351  1.186  0.380
C  -0.965  1.060  -3.672  -0.488
C  1.799  -0.067  1.794  -0.532
C  -0.609  1.286  -2.353  -0.447
C  -4.602  -1.481  1.035  -0.784
C  1.012  -0.438  0.700  0.551
H  3.439  -0.559  3.071  0.368
C  -0.195  4.556  0.847  -0.524
H  -1.876  -2.188  -3.452  0.300
H  -1.398  -4.859  1.368  0.219
C  -1.547  -1.205  -3.105  -0.683
H  -0.220  2.256  -2.056  0.195
H  -4.696  -0.378  1.207  0.049
N  -0.254  -3.376  2.210  -0.364
C  -1.287  -1.006  -1.742  -1.278
C  1.081  4.858  0.388  -0.428
H  -0.914  -2.733  2.644  0.205
H  -0.886  1.863  -4.398  0.365
C  -1.432  -0.191  -4.044  -0.634
C  3.130  -2.049  1.557  -0.483
Cd  -2.554  -1.653  0.270  0.093
C  0.184  2.204  0.423  -0.200
C  -0.636  3.249  0.864  -0.563
H  3.939  -2.678  1.902  0.357
C  1.305  -1.637  0.049  -0.509
H  1.574  0.855  2.316  0.366
H  0.082  -4.037  2.909  0.187
N  -0.899  -4.008  1.106  -0.434
H  0.688  -1.935  -0.789  0.514
C  1.910  3.828  -0.041  -0.603
C  -0.796  0.269  -1.428  2.065
C  2.363  -2.422  0.465  -0.473
H  2.596  -3.344  -0.057  0.393
H  1.426  5.883  0.373  0.366
H  -1.628  3.014  1.223  0.404
H  2.121  1.731  -0.381  0.452
P  -0.516  0.516  0.380  0.118
H  -1.717  -0.366  -5.076  0.338
C  1.475  2.520  -0.024  0.081